[1]
{
  "formula": "C13H52O13",
  "method": "ωB97M-V/def2-TZVPD",
  "species": ["C", "O", "H", "H", "H", "H", "C", "O", "H", "H", "H", "H", "C", "O", "H", "H", "H", "H", "C", "O", "H", "H", "H", "H", "C", "O", "H", "H", "H", "H", "C", "O", "H", "H", "H", "H", "C", "O", "H", "H", "H", "H", "C", "O", "H", "H", "H", "H", "C", "O", "H", "H", "H", "H", "C", "O", "H", "H", "H", "H", "C", "O", "H", "H", "H", "H", "C", "O", "H", "H", "H", "H", "C", "O", "H", "H", "H", "H"],
  "xyz": [[-5.257, 2.715, -6.865], [-5.222, 3.183, -8.202], [-6.117, 2.067, -6.697], [-4.386, 2.129, -6.571], [-5.360, 3.591, -6.224], [-5.498, 2.451, -8.758], [-6.274, -1.276, 2.289], [-5.671, -2.205, 1.318], [-7.356, -1.404, 2.269], [-5.905, -1.420, 3.305], [-6.031, -0.231, 2.096], [-6.188, -3.013, 1.318], [-0.484, -0.953, 8.241], [0.338, -1.372, 7.200], [0.202, -0.624, 9.022], [-1.057, -0.122, 7.830], [-1.094, -1.737, 8.689], [0.842, -2.131, 7.503], [-5.469, -4.402, -5.741], [-6.781, -4.196, -6.185], [-5.457, -5.304, -5.130], [-4.878, -4.526, -6.648], [-5.150, -3.573, -5.109], [-7.034, -4.971, -6.693], [3.179, -4.071, -4.158], [3.443, -5.476, -4.210], [3.640, -3.543, -4.993], [2.115, -3.852, -4.244], [3.465, -3.675, -3.184], [3.123, -5.869, -5.025], [-0.205, 0.058, 0.398], [-1.190, 0.243, -0.571], [0.658, 0.702, 0.227], [-0.699, 0.337, 1.329], [0.094, -0.986, 0.489], [-1.963, -0.281, -0.351], [7.038, 2.688, -1.558], [8.427, 2.885, -1.380], [6.918, 1.926, -2.327], [6.688, 2.327, -0.590], [6.475, 3.567, -1.873], [8.555, 3.519, -0.671], [4.820, 2.871, 6.769], [3.591, 2.948, 5.992], [5.535, 3.668, 6.563], [4.589, 2.954, 7.831], [5.332, 1.929, 6.572], [3.093, 2.144, 6.155], [3.938, 7.505, 1.478], [2.950, 6.512, 1.494], [4.924, 7.049, 1.386], [3.775, 8.219, 0.672], [3.867, 8.131, 2.367], [3.191, 5.942, 2.227], [1.040, 4.559, -5.146], [1.218, 3.120, -4.991], [1.511, 4.941, -6.052], [-0.007, 4.853, -5.224], [1.422, 5.064, -4.259], [0.666, 2.765, -4.291], [-3.233, 6.306, -0.381], [-2.457, 7.384, 0.150], [-3.970, 6.648, -1.108], [-2.660, 5.577, -0.954], [-3.772, 5.780, 0.407], [-1.678, 6.963, 0.520], [-1.110, -7.817, -0.508], [-2.148, -8.523, 0.208], [-1.146, -6.759, -0.248], [-0.107, -8.159, -0.249], [-1.284, -7.944, -1.576], [-2.074, -8.454, 1.162], [2.663, -6.577, 5.230], [2.923, -6.154, 6.542], [3.425, -6.224, 4.535], [2.502, -7.652, 5.147], [1.789, -6.015, 4.901], [2.408, -6.728, 7.114]],
  "e_homo_ev": -10.25,
  "e_above_lowest_kj_mol": 408.1
}



[2]
{
  "formula": "C44H42F7NO7P2",
  "method": "ωB97M-V/def2-TZVPD",
  "species": ["O", "C", "O", "N", "C", "O", "O", "P", "P", "O", "O", "O", "H", "H", "H", "H", "H", "H", "H", "F", "C", "C", "C", "C", "C", "C", "H", "H", "H", "H", "H", "F", "C", "C", "C", "C", "C", "C", "H", "H", "H", "H", "H", "F", "C", "C", "C", "C", "C", "C", "H", "H", "H", "H", "H", "F", "C", "C", "C", "C", "C", "C", "H", "H", "H", "H", "H", "F", "C", "C", "C", "C", "C", "C", "H", "H", "H", "H", "H", "F", "C", "C", "C", "C", "C", "C", "H", "H", "H", "H", "H", "F", "C", "C", "C", "C", "C", "C", "H", "H", "H", "H", "H"],
  "xyz": [[4.694, -1.072, -0.053], [3.520, -0.689, 0.208], [2.852, -1.275, 1.317], [2.938, 0.299, -0.707], [3.300, 1.702, -0.355], [2.484, 2.682, -1.045], [2.813, 3.949, -0.649], [1.205, 0.064, -0.980], [-0.020, 0.906, 0.614], [0.105, 0.191, 1.965], [0.172, 2.571, 0.876], [-1.662, 0.693, 0.121], [3.394, -1.082, 2.122], [3.347, 1.850, 0.781], [4.382, 1.877, -0.736], [3.634, 3.935, -0.087], [0.913, 0.848, -2.159], [0.054, 3.087, 0.043], [-1.838, -0.267, -0.010], [-0.992, -0.457, -2.447], [-1.249, -1.703, -2.894], [-0.884, -2.792, -2.118], [-1.154, -4.078, -2.576], [-1.776, -4.259, -3.809], [-2.133, -3.158, -4.582], [-1.873, -1.871, -4.120], [-0.394, -2.632, -1.165], [-0.881, -4.933, -1.976], [-1.981, -5.261, -4.166], [-2.613, -3.301, -5.544], [-2.152, -1.002, -4.704], [-3.051, -3.772, 2.194], [-2.328, -3.360, 3.248], [-1.221, -2.553, 3.040], [-0.474, -2.122, 4.132], [-0.838, -2.512, 5.419], [-1.949, -3.327, 5.615], [-2.702, -3.750, 4.525], [-0.948, -2.266, 2.031], [0.389, -1.483, 3.980], [-0.252, -2.179, 6.270], [-2.229, -3.634, 6.618], [-3.575, -4.377, 4.660], [-2.188, -6.305, -1.423], [-3.143, -6.821, -0.632], [-2.879, -7.973, 0.092], [-3.866, -8.505, 0.915], [-5.110, -7.884, 0.996], [-5.366, -6.730, 0.261], [-4.375, -6.192, -0.554], [-1.908, -8.447, 0.009], [-3.668, -9.402, 1.491], [-5.882, -8.301, 1.635], [-6.336, -6.249, 0.322], [-4.553, -5.289, -1.126], [-2.427, -5.663, -6.234], [-2.683, -6.905, -6.678], [-2.318, -7.994, -5.902], [-2.588, -9.279, -6.359], [-3.210, -9.461, -7.592], [-3.567, -8.360, -8.365], [-3.307, -7.074, -7.904], [-1.828, -7.832, -4.949], [-2.314, -10.138, -5.756], [-3.416, -10.465, -7.950], [-4.047, -8.504, -9.327], [-3.586, -6.205, -8.488], [-1.862, 4.585, 0.813], [-2.816, 4.069, 1.609], [-2.553, 2.914, 2.330], [-3.539, 2.385, 3.155], [-4.781, 3.010, 3.243], [-5.035, 4.166, 2.511], [-4.046, 4.702, 1.693], [-1.584, 2.436, 2.243], [-3.341, 1.486, 3.729], [-5.551, 2.593, 3.884], [-6.004, 4.649, 2.577], [-4.224, 5.606, 1.123], [4.295, 5.900, 1.066], [3.230, 6.631, 1.452], [1.954, 6.129, 1.256], [0.855, 6.880, 1.658], [1.044, 8.129, 2.243], [2.332, 8.626, 2.431], [3.432, 7.870, 2.039], [1.827, 5.160, 0.792], [-0.149, 6.492, 1.516], [0.186, 8.717, 2.553], [2.478, 9.601, 2.883], [4.440, 8.237, 2.185], [6.255, 9.288, 2.547], [7.496, 9.042, 2.093], [8.268, 10.091, 1.620], [9.554, 9.836, 1.155], [10.049, 8.534, 1.160], [9.262, 7.488, 1.633], [7.980, 7.744, 2.108], [7.863, 11.096, 1.616], [10.170, 10.651, 0.789], [11.051, 8.336, 0.793], [9.647, 6.474, 1.632], [7.357, 6.943, 2.489]],
  "e_homo_ev": -8.95,
  "smiles": "O=C(O)N(COO)PP(=O)(O)O.Fc1ccccc1.Fc1ccccc1.Fc1ccccc1.Fc1ccccc1.Fc1ccccc1.Fc1ccccc1.Fc1ccccc1"
}



[3]
{
  "formula": "C11H25BrF5O10P2S2",
  "method": "ωB97M-V/def2-TZVPD",
  "species": ["C", "C", "C", "Br", "S", "S", "O", "O", "C", "F", "F", "C", "F", "F", "F", "H", "H", "H", "H", "H", "H", "H", "C", "O", "P", "O", "O", "C", "O", "C", "H", "H", "H", "H", "H", "H", "H", "H", "H", "C", "O", "P", "O", "O", "C", "O", "C", "H", "H", "H", "H", "H", "H", "H", "H", "H"],
  "xyz": [[4.379, -2.351, 0.235], [3.852, -1.804, -1.204], [3.796, -0.204, -1.226], [4.842, 0.395, -2.836], [2.095, 0.515, -1.444], [0.658, -0.353, -0.156], [-0.597, 0.477, -0.318], [1.010, -0.326, 1.294], [0.222, -2.051, -0.813], [0.930, -2.983, -0.053], [0.457, -2.119, -2.193], [-1.349, -2.403, -0.615], [-1.761, -2.220, 0.693], [-1.517, -3.762, -0.952], [-2.164, -1.696, -1.505], [3.606, -3.003, 0.760], [5.302, -3.014, 0.096], [4.719, -1.474, 0.891], [4.672, -2.113, -1.944], [2.906, -2.325, -1.549], [4.244, 0.255, -0.274], [2.216, 1.857, -1.040], [5.598, 2.034, 3.861], [5.628, 3.336, 3.279], [4.833, 3.439, 1.758], [6.011, 2.839, 1.003], [4.992, 5.078, 1.787], [5.019, 5.799, 3.021], [3.885, 3.527, 0.328], [3.009, 4.638, 0.115], [6.120, 2.070, 4.818], [4.564, 1.725, 4.033], [6.097, 1.313, 3.210], [6.049, 5.866, 3.377], [4.384, 5.339, 3.778], [4.654, 6.811, 2.838], [3.591, 5.511, -0.177], [2.418, 4.846, 1.010], [2.341, 4.385, -0.711], [-4.582, -3.196, -1.166], [-5.945, -3.268, -1.570], [-7.001, -2.288, -0.625], [-7.054, -3.297, 0.512], [-8.227, -2.598, -1.685], [-7.967, -2.853, -3.064], [-7.974, -1.168, 0.229], [-8.938, -0.373, -0.462], [-3.991, -3.841, -1.818], [-4.222, -2.172, -1.257], [-4.473, -3.538, -0.134], [-7.804, -3.923, -3.209], [-7.113, -2.285, -3.432], [-8.846, -2.560, -3.641], [-9.805, -0.985, -0.710], [-8.505, 0.072, -1.360], [-9.265, 0.418, 0.215]],
  "charge": 1,
  "e_homo_ev": -10.89
}



[4]
{
  "formula": "C11H36N6O7",
  "method": "ωB97M-V/def2-TZVPD",
  "species": ["C", "C", "O", "H", "H", "H", "H", "H", "H", "C", "C", "O", "H", "H", "H", "H", "H", "H", "C", "C", "O", "H", "H", "H", "H", "H", "H", "C", "C", "O", "H", "H", "H", "H", "H", "H", "C", "O", "N", "N", "H", "H", "H", "H", "C", "O", "N", "N", "H", "H", "H", "H", "C", "O", "N", "N", "H", "H", "H", "H"],
  "xyz": [[24.126, -4.436, 14.555], [24.225, -3.276, 13.496], [24.298, -2.088, 14.235], [25.070, -4.585, 14.934], [23.889, -5.350, 14.108], [23.474, -4.254, 15.463], [23.347, -3.299, 12.924], [25.095, -3.420, 12.749], [24.610, -1.410, 13.570], [24.243, -1.874, 17.546], [25.299, -0.774, 17.562], [24.701, 0.448, 17.875], [24.672, -2.693, 16.940], [23.388, -1.510, 16.874], [23.915, -2.276, 18.477], [25.838, -0.761, 16.570], [26.170, -0.991, 18.202], [25.366, 1.118, 17.602], [29.816, 1.963, 12.864], [30.713, 0.812, 12.372], [29.939, -0.229, 11.863], [30.437, 2.857, 13.165], [29.360, 1.694, 13.777], [29.162, 2.148, 12.075], [31.321, 0.278, 13.156], [31.527, 1.063, 11.673], [30.422, -1.011, 12.113], [28.596, 1.066, 16.936], [27.581, 1.669, 15.976], [26.599, 2.323, 16.735], [28.149, 0.401, 17.728], [29.301, 1.723, 17.393], [29.262, 0.284, 16.551], [27.175, 0.850, 15.417], [28.144, 2.240, 15.204], [25.983, 2.811, 16.155], [27.887, -2.294, 15.647], [27.491, -2.577, 16.969], [27.105, -2.223, 14.597], [29.097, -2.160, 15.336], [26.096, -2.236, 14.852], [27.230, -1.613, 13.759], [29.772, -2.314, 16.144], [29.526, -2.142, 14.494], [29.418, -4.067, 12.431], [30.196, -2.879, 12.622], [28.231, -4.159, 12.986], [29.638, -4.913, 11.438], [27.869, -3.412, 13.676], [27.828, -5.092, 13.205], [30.285, -4.754, 10.772], [29.345, -5.903, 11.467], [26.533, 0.266, 12.597], [26.910, 1.465, 13.138], [25.301, -0.002, 12.173], [27.356, -0.729, 12.264], [24.619, 0.706, 12.329], [25.170, -0.827, 11.524], [27.047, -1.534, 11.678], [28.365, -0.586, 12.346]],
  "e_homo_ev": -8.57,
  "smiles": "NC(N)=O.NC(N)=O.NC(N)=O.CCO.CCO.CCO.CCO",
  "e_above_lowest_kj_mol": 494.9
}



[5]
{
  "formula": "C10H23IrN6O2S",
  "method": "ωB97M-V/def2-TZVPD",
  "species": ["Ir", "N", "C", "C", "C", "C", "N", "C", "N", "N", "C", "O", "O", "H", "H", "H", "H", "H", "H", "H", "H", "H", "H", "H", "H", "H", "H", "C", "H", "H", "H", "S", "C", "N", "C", "C", "N", "H", "H", "H", "H", "H", "H"],
  "xyz": [[-0.313, 0.302, -1.854], [1.743, 0.460, -1.438], [1.955, 0.844, -0.018], [3.315, 0.448, 0.556], [3.726, -1.024, 0.443], [2.858, -2.069, 1.149], [2.895, -1.873, 2.598], [1.892, -1.988, 3.464], [0.723, -2.515, 3.112], [2.093, -1.648, 4.737], [0.763, 0.353, 0.790], [0.789, 0.269, 1.991], [-0.321, 0.063, 0.088], [2.108, -0.475, -1.608], [2.255, 1.090, -2.052], [1.884, 1.934, 0.014], [3.331, 0.767, 1.598], [4.068, 1.048, 0.041], [4.733, -1.119, 0.858], [3.842, -1.321, -0.603], [3.254, -3.059, 0.915], [1.823, -2.049, 0.807], [3.789, -1.610, 2.983], [0.515, -2.716, 2.151], [-0.069, -2.428, 3.727], [2.921, -1.151, 5.015], [1.340, -1.678, 5.404], [-0.076, 2.233, -2.450], [0.194, 2.193, -3.514], [0.710, 2.771, -1.920], [-1.016, 2.771, -2.343], [-2.249, -0.566, -2.634], [-3.704, 0.311, -2.288], [-3.886, 1.153, -1.288], [-5.243, 1.720, -1.281], [-5.902, 1.013, -2.490], [-4.801, 0.189, -3.010], [-3.152, 1.383, -0.639], [-5.203, 2.800, -1.406], [-5.746, 1.489, -0.345], [-6.238, 1.716, -3.248], [-6.739, 0.383, -2.195], [-4.860, -0.412, -3.816]],
  "charge": 2,
  "e_homo_ev": -14.68,
  "e_above_lowest_kj_mol": 68.1
}



[6]
{
  "formula": "C8H7FN2",
  "method": "ωB97M-V/def2-TZVPD",
  "species": ["C", "C", "C", "C", "C", "C", "C", "C", "N", "N", "F", "H", "H", "H", "H", "H", "H", "H"],
  "xyz": [[-1.050, 1.027, -1.275], [2.478, -0.422, -1.015], [2.707, 0.833, -0.569], [1.481, -1.230, -0.376], [2.099, 1.238, 0.644], [1.421, 0.313, 1.340], [-2.155, -0.528, 0.489], [-1.617, 0.739, -0.043], [-0.632, 1.415, -2.297], [1.131, -0.788, 0.815], [2.331, 2.486, 1.267], [2.980, -0.872, -1.965], [3.374, 1.569, -1.014], [1.014, -2.134, -0.652], [-2.425, -0.428, 1.464], [-1.338, -1.311, 0.457], [-2.944, -0.898, -0.211], [-1.680, 1.555, 0.614]],
  "e_homo_ev": [-8.86, -8.80],
  "e_above_lowest_kj_mol": 452.5
}



[7]
{
  "formula": "ClH2NO",
  "method": "ωB97M-V/def2-TZVPD",
  "species": ["N", "O", "Cl", "H", "H"],
  "xyz": [[0.220, -0.373, 0.450], [-1.118, 0.347, 1.706], [-0.568, -0.168, 3.137], [-0.649, -0.351, -0.203], [0.724, 0.640, 0.281]],
  "e_homo_ev": [-9.99, -9.99],
  "e_above_lowest_kj_mol": 244.8
}



[8]
{
  "formula": "C22H28F2N4O2",
  "method": "ωB97M-V/def2-TZVPD",
  "species": ["O", "C", "N", "C", "C", "C", "N", "N", "C", "C", "C", "N", "C", "C", "H", "H", "H", "H", "C", "C", "C", "C", "C", "C", "C", "H", "H", "O", "C", "F", "F", "H", "H", "H", "H", "H", "H", "H", "H", "H", "H", "H", "H", "H", "C", "H", "C", "H", "H", "C", "C", "H", "C", "H", "H", "H", "H", "H"],
  "xyz": [[5.341, 0.646, -1.484], [4.610, -0.166, -0.972], [3.338, 0.120, -0.555], [2.724, 1.360, -0.634], [3.189, 2.565, -1.124], [2.118, 3.447, -0.941], [1.087, 2.844, -0.388], [1.456, 1.570, -0.195], [0.498, 0.654, 0.379], [-0.673, 0.452, -0.587], [-1.764, -0.404, 0.071], [-2.234, 0.121, 1.337], [-1.131, 0.304, 2.255], [-0.016, 1.207, 1.711], [0.802, 1.265, 2.432], [-0.389, 2.216, 1.541], [-0.719, -0.689, 2.467], [-1.517, 0.714, 3.191], [-3.100, 1.282, 1.203], [-4.386, 0.905, 0.517], [-4.904, 1.672, -0.518], [-6.089, 1.318, -1.133], [-6.768, 0.181, -0.717], [-6.265, -0.600, 0.310], [-5.079, -0.228, 0.919], [-4.674, -0.832, 1.716], [-6.774, -1.488, 0.648], [-7.957, -0.085, -1.414], [-8.696, -1.153, -1.120], [-8.032, -2.329, -1.273], [-9.140, -1.169, 0.164], [-9.574, -1.169, -1.785], [-6.502, 1.906, -1.936], [-4.379, 2.556, -0.849], [-2.630, 2.118, 0.665], [-3.333, 1.628, 2.216], [-1.368, -1.408, 0.263], [-2.617, -0.500, -0.602], [-1.068, 1.433, -0.852], [-0.327, -0.030, -1.503], [0.991, -0.311, 0.559], [2.065, 4.488, -1.190], [4.151, 2.757, -1.546], [2.799, -0.628, -0.141], [4.990, -1.616, -0.686], [4.158, -2.253, -1.000], [5.272, -1.794, 0.824], [4.806, -1.016, 1.429], [4.894, -2.762, 1.158], [6.794, -1.773, 0.928], [7.228, -2.541, -0.315], [8.277, -2.389, -0.560], [6.297, -2.001, -1.401], [6.127, -2.724, -2.197], [6.722, -1.098, -1.842], [7.060, -3.610, -0.166], [7.154, -2.219, 1.854], [7.154, -0.745, 0.869]],
  "e_homo_ev": -8.43,
  "smiles": "O=C(Nc1ccnn1C1CCN(Cc2ccc(OC(F)F)cc2)CC1)C1CCCC1",
  "e_above_lowest_kj_mol": 95.9
}



[9]
{
  "formula": "C2H10NO3",
  "method": "ωB97M-V/def2-TZVPD",
  "species": ["C", "N", "C", "O", "H", "H", "H", "H", "H", "H", "H", "H", "O", "H", "H", "O"],
  "xyz": [[2.562, 1.359, 0.831], [1.837, 0.521, -0.118], [0.394, 0.281, 0.556], [-0.350, -0.603, -0.208], [2.630, 0.773, 1.764], [3.597, 1.335, 0.611], [2.090, 2.309, 1.148], [1.780, -0.125, -0.986], [0.372, -0.322, 1.459], [0.019, 1.373, 0.747], [-1.629, -2.584, -0.280], [-1.493, -1.793, 1.116], [-1.935, -2.629, 0.663], [-1.447, 0.849, -2.416], [-1.697, 0.680, -0.962], [-2.067, 1.234, -1.667]],
  "charge": -1,
  "e_homo_ev": -3.39,
  "e_above_lowest_kj_mol": 270.2
}



[10]
{
  "formula": "C4H9NS",
  "method": "ωB97M-V/def2-TZVPD",
  "species": ["C", "C", "C", "C", "N", "S", "H", "H", "H", "H", "H", "H", "H", "H", "H"],
  "xyz": [[0.051, 0.262, 1.203], [0.649, -0.082, 0.060], [0.800, -1.509, -0.246], [1.198, 0.953, -0.906], [-2.741, 0.786, 0.513], [-2.744, 0.358, -0.945], [-0.414, -0.485, 1.936], [-0.035, 1.329, 1.558], [0.423, -2.055, 0.591], [1.832, -1.703, -0.511], [0.208, -1.838, -1.130], [2.198, 1.242, -0.601], [0.554, 1.952, -0.866], [1.160, 0.519, -1.888], [-3.137, 0.271, 1.232]],
  "e_homo_ev": [-8.33, -8.37],
  "smiles": "C=C(C)C.N=S",
  "e_above_lowest_kj_mol": 318.7
}



| no. | strongest force on any atom (eV/Å) |
| --- | --- |
| 1 | 1.67 |
| 2 | 5.27 |
| 3 | 9.46 |
| 4 | 8.92 |
| 5 | 0.89 |
| 6 | 4.66 |
| 7 | 5.28 |
| 8 | 1.51 |
| 9 | 4.70 |
| 10 | 2.90 |